(1)
The following is a quantum chemistry calculation of one molecule with the formula C4H9NO2, from the OMol25 dataset.

Output
M = 103.1 g mol⁻¹

ORCA input file:
```
! RIJCOSX wB97M-V def2-TZVPD def2/J DEFGRID3
* xyz 0 1
N -1.3867 1.4121 0.2608
C -0.1168 1.8758 0.3334
O 0.1453 3.0327 0.6278
C 0.9817 0.8076 -0.0019
C 0.8636 -0.6487 0.5049
C 0.1319 -1.6604 -0.4103
O -1.2559 -1.3442 -0.4790
H -2.1440 2.0376 0.4887
H -1.5628 0.4581 -0.0252
H 1.0361 0.6548 -1.0781
H 1.8997 1.3310 0.3243
H 1.8795 -1.0605 0.6006
H 0.3904 -0.6884 1.4881
H 0.5601 -1.7061 -1.4280
H 0.2440 -2.6782 0.0030
H -1.6659 -1.8232 -1.2091
*
```

---

(2)
The following is a quantum chemistry calculation of one molecule with the formula C4H9NO2, from the OMol25 dataset.

Output
M = 103.1 g mol⁻¹

ORCA input file:
```
! RIJCOSX wB97M-V def2-TZVPD def2/J DEFGRID3
* xyz 0 1
C 2.3301 -0.1424 0.0063
C 0.8719 -0.5185 -0.1446
O 0.4735 -1.1837 1.0410
C 0.0073 0.7231 -0.3710
N -1.3573 0.3179 -0.5443
C -2.2492 0.4477 0.3380
O -3.4718 -0.0118 0.0282
H 2.6892 0.3575 -0.8993
H 2.9362 -1.0340 0.1838
H 2.4522 0.5371 0.8562
H 0.7450 -1.1888 -1.0103
H -0.4253 -1.5084 0.8954
H 0.1623 1.4238 0.4642
H 0.3161 1.2140 -1.3020
H -2.1915 0.8914 1.3391
H -3.2887 -0.3250 -0.8809
*
```

---

(3)
The following is a quantum chemistry calculation of one molecule with the formula C4H9NO2, from the OMol25 dataset.

Output
M = 103.1 g mol⁻¹

ORCA input file:
```
! RIJCOSX wB97M-V def2-TZVPD def2/J DEFGRID3
* xyz 0 1
N -0.7755 1.0771 -1.0828
C -0.2241 0.0485 -0.2005
C -1.0711 -0.2088 1.0733
O -2.3573 -0.7222 0.7538
C 1.2302 0.3471 0.1188
C 2.2002 -0.4555 -0.7140
O 1.9753 -1.5751 -1.0827
H -1.6892 0.7356 -1.3815
H -1.0820 1.8470 -0.4859
H -0.2891 -0.9144 -0.7200
H -0.4961 -0.8980 1.7000
H -1.2603 0.7459 1.5680
H -2.2445 -1.3974 0.0718
H 1.4571 -0.0394 1.1171
H 1.4467 1.4050 0.1987
H 3.1797 0.0045 -0.9343
*
```

---

Stability check: which of them is least stable? (3).

---

(1)
The following is a quantum chemistry calculation of one molecule with the formula C4H9NO2, from the OMol25 dataset.

Output
M = 103.1 g mol⁻¹

ORCA input file:
```
! RIJCOSX wB97M-V def2-TZVPD def2/J DEFGRID3
* xyz 0 1
O 0.4422 -2.8042 2.7089
C -0.0655 -2.1073 1.8256
N 0.4237 -1.6447 0.6383
C -0.2725 -0.4423 0.1788
C 0.6701 0.6250 -0.3737
C -0.1043 1.8777 -0.8251
O -1.2719 1.5387 -1.8386
H -1.2405 -2.0620 1.9291
H 1.3176 -1.8806 0.2397
H -0.7751 0.0297 1.0058
H -1.0531 -0.8019 -0.5910
H 1.4565 0.9828 0.3474
H 1.2696 0.2999 -1.2487
H 0.5324 2.4046 -1.4946
H -0.5110 2.5542 0.1479
H -0.8181 1.4305 -2.6497
*
```

---

(2)
The following is a quantum chemistry calculation of a 2-piece molecular cluster, C4H9NO2 overall, from the OMol25 dataset.

Output
M = 103.1 g mol⁻¹

ORCA input file:
```
! RIJCOSX wB97M-V def2-TZVPD def2/J DEFGRID3
* xyz 0 1
C 0.7871 1.1730 0.9023
C -0.4285 0.3299 0.4727
C -0.7684 -0.8205 1.4357
N -1.0141 0.6380 -0.6059
O -2.1902 -0.1659 -0.8458
H 0.4216 1.9243 1.6850
H 1.7309 0.6174 1.3914
H 1.0629 1.7570 -0.0209
H -1.3169 -0.4813 2.3659
H -1.4967 -1.5594 0.8894
H 0.2214 -1.2877 1.5466
H -2.6128 0.1433 -1.6825
C 0.3225 -1.1085 -2.7494
O -0.3835 -0.1489 -2.7517
H 1.3291 -0.9050 -2.3579
H -0.0289 -2.0912 -2.9451
*
```

---

(3)
The following is a quantum chemistry calculation of a 2-piece molecular cluster, C4H9NO2 overall, from the OMol25 dataset.

Output
M = 103.1 g mol⁻¹

ORCA input file:
```
! RIJCOSX wB97M-V def2-TZVPD def2/J DEFGRID3
* xyz 0 1
C -2.5497 -0.6877 -0.5773
C -1.0616 -0.6093 -0.4414
C -0.4310 -0.4743 0.8647
O -0.5346 0.6524 -0.0411
H -2.8644 -1.7372 -0.5464
H -2.8845 -0.2418 -1.5182
H -3.0175 -0.1508 0.2543
H -0.4691 -1.0810 -1.2286
H -1.0390 -0.3384 1.7585
H 0.5700 -0.8614 1.0250
H 3.0190 0.3988 1.6742
N 2.2376 0.5477 1.0462
C 2.6352 0.9964 -0.0749
O 1.8223 1.2698 -1.0886
H 3.6744 1.2087 -0.3357
H 0.8929 1.1080 -0.7709
*
```

---

Stability check: which of them is least stable? (2).

---

(1)
The following is a quantum chemistry calculation of one molecule with the formula C5H7FN2O2, from the OMol25 dataset.

Output
M = 146.1 g mol⁻¹

ORCA input file:
```
! RIJCOSX wB97M-V def2-TZVPD def2/J DEFGRID3
* xyz 0 1
C -1.9794 0.6829 0.2861
N -0.7462 -0.0699 -0.0037
C -0.7251 -1.4259 0.0981
O -1.7026 -2.0444 -0.2887
N 0.4823 -2.0357 0.4414
C 1.5772 -1.4833 0.2839
C 1.6399 -0.1577 -0.4592
F 2.8974 0.4621 -0.5766
C 0.4406 0.7168 0.2351
O 0.4093 2.0309 -0.2942
H -2.7209 0.9509 -0.4894
H -2.6728 0.1822 0.9935
H -1.7786 1.7364 0.6617
H 2.5067 -2.0135 0.6015
H 1.3119 -0.5139 -1.4674
H 0.7368 0.9221 1.2514
H 0.3233 2.0601 -1.2736
*
```

---

(2)
The following is a quantum chemistry calculation of C5H7FN2O2 as an isolated structure, from the OMol25 dataset.

Output
M = 146.1 g mol⁻¹

ORCA input file:
```
! RIJCOSX wB97M-V def2-TZVPD def2/J DEFGRID3
* xyz 0 1
C 0.7972 -1.2963 0.0323
C 3.0778 -0.3600 -0.1583
C 0.3983 0.1577 -0.2164
C -0.4632 0.5796 1.1100
C -0.5912 0.2959 -1.3891
N 2.2481 -1.3638 0.1361
N 1.5993 0.8604 -0.5237
O 0.3070 -2.3589 0.1658
O 4.2035 0.0164 -0.3035
F 1.8997 1.9951 0.2525
H -0.7243 1.6877 1.0136
H 0.1663 0.4681 1.9674
H -1.3654 0.0580 1.2856
H -1.5301 0.0351 -1.0500
H -0.3228 -0.5198 -2.1469
H -0.3601 1.3433 -1.7514
H 2.5282 -2.3337 0.4538
*
```

---

Stability check: which of them is least stable? (2).

---

(1)
The following is a quantum chemistry calculation of one molecule with the formula C5H5N, from the OMol25 dataset.

Output
M = 79.1 g mol⁻¹

ORCA input file:
```
! RIJCOSX wB97M-V def2-TZVPD def2/J DEFGRID3
* xyz 0 1
C -0.8971 -1.4059 -0.3298
C -1.3418 -0.1061 -0.4706
C -0.4564 0.8705 0.2038
C 0.9882 0.5042 0.0858
C 1.3003 -0.7823 -0.1491
N 0.2838 -1.7673 -0.0306
H -2.3467 0.2077 -0.6894
H -0.6977 1.9391 0.1570
H -0.9131 0.4311 1.1121
H 1.7608 1.2475 0.2843
H 2.3198 -1.1384 -0.1734
*
```

---

(2)
The following is a quantum chemistry calculation of one molecule with the formula C5H5N, from the OMol25 dataset.

Output
M = 79.1 g mol⁻¹

ORCA input file:
```
! RIJCOSX wB97M-V def2-TZVPD def2/J DEFGRID3
* xyz 0 1
C 0.6492 1.1541 0.9201
C -0.2816 0.0012 0.7505
C -0.3793 -0.7655 -0.3818
C -1.6708 -1.3193 -0.5912
C 0.7480 -0.7929 -1.2878
N 1.7094 -0.9238 -1.9196
H 0.2315 1.8836 1.6179
H 1.6220 0.8324 1.3152
H 0.8388 1.6406 -0.0418
H -0.9840 -0.2406 1.5428
H -1.8001 -1.4664 -1.6849
*
```

---

(3)
The following is a quantum chemistry calculation of one molecule with the formula C5H5N, from the OMol25 dataset.

Output
M = 79.1 g mol⁻¹

ORCA input file:
```
! RIJCOSX wB97M-V def2-TZVPD def2/J DEFGRID3
* xyz 0 1
C -1.2061 -1.1884 0.9914
C -0.3401 -0.3233 1.4220
C -0.6929 0.7525 -1.5405
C 0.8819 0.2740 1.2865
C -0.0357 -0.9681 -0.0692
N -0.3524 -0.4213 -1.2478
H -1.0261 0.9437 -2.5500
H -0.6693 1.5928 -0.8457
H 0.9885 1.3097 0.9923
H 1.7707 -0.1934 1.6913
H 0.6816 -1.7780 -0.1304
*
```

---

(4)
The following is a quantum chemistry calculation of C5H5N as an isolated structure, from the OMol25 dataset.

Output
M = 79.1 g mol⁻¹

ORCA input file:
```
! RIJCOSX wB97M-V def2-TZVPD def2/J DEFGRID3
* xyz 0 1
C -1.6002 -0.3142 -0.8840
C -0.1846 -0.1718 -0.6211
C -0.1228 0.1542 0.6725
C 1.3547 0.3459 1.0883
C 1.8252 0.0494 -0.2822
N 1.1505 -0.2411 -1.2811
H -2.1260 0.4639 -1.4462
H -1.5229 0.0468 0.5351
H -2.0389 -1.3084 -1.0246
H 1.5785 1.3613 1.4175
H 1.6865 -0.3861 1.8258
*
```

---

Stability check: which of them is least stable? (4).

---

(1)
The following is a quantum chemistry calculation of one molecule with the formula C5H5N, from the OMol25 dataset.

Output
M = 79.1 g mol⁻¹

ORCA input file:
```
! RIJCOSX wB97M-V def2-TZVPD def2/J DEFGRID3
* xyz 0 1
C -1.5031 -0.2762 -0.9860
C -0.2130 0.4325 -0.5422
C -0.5901 -0.2150 -1.8836
C 0.9433 -1.2779 -3.5136
C 0.7082 -0.1184 0.4777
N 0.1445 -0.6672 -2.9343
H -2.5579 -0.4331 -0.7865
H -0.1028 1.5549 -0.3739
H 1.6894 0.3554 0.5863
H 0.8643 -1.1138 0.2599
H 0.3518 0.1021 1.5433
*
```

---

(2)
The following is a quantum chemistry calculation of one molecule with the formula C5H5N, from the OMol25 dataset.

Output
M = 79.1 g mol⁻¹

ORCA input file:
```
! RIJCOSX wB97M-V def2-TZVPD def2/J DEFGRID3
* xyz 0 1
C -1.3402 -0.8941 0.5284
C -0.8376 0.4996 0.1440
C 0.5904 0.5138 -0.1216
C 1.7418 0.5055 -0.4565
C 3.1407 0.5170 -0.5176
N 3.6682 0.5546 0.5210
H -0.8591 -1.2452 1.4456
H -1.1291 -1.6181 -0.2641
H -2.4206 -0.8663 0.6926
H -1.0598 1.2210 0.9370
H -1.3416 0.8534 -0.7607
*
```

---

Stability check: which of them is least stable? (1).